# 1
Computed, not measured: 12 unconnected molecules or ions with the total composition C14H52N20O14 in a non-equilibrium geometry, with ωB97M-V/def2-TZVPD.

Each line ends with the Löwdin charge.
CARTESIAN COORDINATES (ANGSTROEM)
N1 3.827 -2.658 -3.944  0.180
C1 2.979 -3.151 -4.746  -0.843
N2 1.741 -2.831 -4.432  0.159
O1 3.227 -3.988 -5.559  0.045
H1 3.316 -1.950 -3.436  0.105
H2 4.831 -2.759 -3.904  0.133
H3 1.533 -2.285 -3.608  0.101
H4 0.952 -3.242 -4.910  0.119
N3 -1.812 -1.076 -0.819  0.166
C2 -0.904 -0.272 -0.492  -0.854
N4 -1.128 0.089 0.750  0.173
O2 0.021 0.035 -1.177  0.047
H5 -1.933 -1.271 -1.802  0.126
H6 -2.226 -1.754 -0.195  0.120
H7 -2.098 0.002 1.020  0.112
H8 -0.455 0.787 1.033  0.117
N5 -1.862 0.269 -7.135  0.186
C3 -2.617 -0.618 -6.753  -0.838
N6 -3.611 -0.897 -7.516  0.172
O3 -2.453 -1.121 -5.609  -0.028
H9 -1.160 0.524 -6.454  0.145
H10 -2.302 0.854 -7.831  0.127
H11 -4.398 -1.477 -7.264  0.125
H12 -3.649 -0.503 -8.445  0.111
N7 -2.366 3.021 4.990  0.160
C4 -1.245 3.581 4.917  -0.873
N8 -1.017 4.310 5.895  0.199
O4 -0.660 3.413 3.851  0.004
H13 -2.600 2.318 4.303  0.128
H14 -2.966 3.032 5.802  0.115
H15 -1.512 4.049 6.736  0.129
H16 -0.170 4.858 5.853  0.138
N9 2.054 -4.385 3.555  0.154
C5 0.913 -3.976 3.116  -0.756
N10 0.802 -4.582 1.921  0.132
O5 0.022 -3.432 3.736  0.037
H17 2.488 -3.928 4.344  0.123
H18 2.643 -4.852 2.879  0.104
H19 -0.126 -4.920 1.708  0.109
H20 1.621 -4.987 1.490  0.095
N11 5.003 6.440 3.868  0.159
C6 4.045 5.549 3.959  -0.760
N12 3.617 4.968 2.865  0.169
O6 3.464 5.400 5.042  -0.017
H21 5.372 6.881 4.698  0.118
H22 5.503 6.625 3.010  0.107
H23 4.045 5.048 1.954  0.109
H24 2.692 4.564 2.871  0.118
N13 4.649 1.219 5.898  0.163
C7 3.638 0.451 5.808  -0.935
N14 2.599 0.983 5.407  0.204
O7 3.839 -0.705 5.907  0.063
H25 5.484 0.651 5.893  0.125
H26 4.539 2.182 6.182  0.117
H27 1.998 0.309 4.954  0.140
H28 2.782 1.908 5.045  0.121
N15 -5.787 1.408 -1.121  0.155
C8 -6.272 0.377 -1.814  -0.811
N16 -6.849 0.829 -2.844  0.168
O8 -6.119 -0.788 -1.562  0.031
H29 -5.646 1.350 -0.123  0.112
H30 -5.763 2.306 -1.582  0.099
H31 -7.199 0.225 -3.574  0.132
H32 -6.729 1.826 -2.953  0.112
N17 -5.837 -1.243 4.711  0.160
C9 -5.947 -0.844 3.502  -0.818
N18 -6.981 -1.341 3.044  0.182
O9 -5.142 0.029 3.070  -0.029
H33 -6.600 -1.884 4.877  0.111
H34 -5.022 -0.876 5.182  0.138
H35 -7.088 -1.412 2.042  0.140
H36 -7.478 -1.957 3.671  0.121
N19 -4.089 -5.157 -1.145  0.186
C10 -3.937 -5.219 0.081  -0.827
N20 -4.422 -4.197 0.758  0.170
O10 -3.237 -6.090 0.617  -0.005
H37 -4.617 -4.343 -1.426  0.122
H38 -4.095 -6.070 -1.577  0.143
H39 -4.216 -4.027 1.733  0.120
H40 -4.938 -3.535 0.196  0.096
O11 4.574 1.788 -7.593  -0.028
C11 3.339 2.138 -7.185  -0.343
C12 3.326 2.677 -5.760  -0.213
O12 1.942 2.800 -5.359  -0.073
H41 4.498 1.399 -8.467  0.102
H42 2.966 2.923 -7.842  0.114
H43 2.546 1.409 -7.354  0.119
H44 3.734 3.680 -5.885  0.119
H45 3.922 1.950 -5.208  0.125
H46 1.994 2.816 -4.401  0.077
O13 6.463 -0.401 0.002  -0.068
C13 5.845 0.319 0.998  -0.255
C14 4.351 0.466 0.595  -0.215
O14 3.787 -0.804 0.298  -0.090
H47 6.437 -1.351 0.143  0.093
H48 6.112 -0.214 1.910  0.116
H49 6.393 1.240 1.197  0.113
H50 4.187 1.067 -0.300  0.114
H51 3.681 0.803 1.386  0.106
H52 2.946 -0.775 -0.163  0.075

* SMILES string: NC(N)=O.NC(N)=O.NC(N)=O.NC(N)=O.NC(N)=O.NC(N)=O.NC(N)=O.NC(N)=O.NC(N)=O.NC(N)=O.OCCO.OCCO
* total charge: 0
* LUMO: 0.257 eV
* maximum force: 9.70 eV/A

=====

# 2
Computed, not measured: 2 unconnected molecules or ions with the total composition C4H12 in a non-equilibrium geometry, with ωB97M-V/def2-TZVPD.

Each line ends with the Löwdin charge.
CARTESIAN COORDINATES (ANGSTROEM)
C1 1.456 -0.974 -1.922  -0.164
C2 1.267 0.501 -1.495  -0.161
H1 2.467 -1.211 -2.170  0.043
H2 1.339 -1.637 -1.092  0.034
H3 0.672 -1.311 -2.719  0.100
H4 1.246 0.706 -0.344  0.080
H5 0.294 0.955 -1.757  0.064
H6 1.993 1.008 -1.984  0.007
C3 -0.831 0.726 2.110  -0.184
C4 -1.885 -0.214 1.441  -0.201
H7 -0.065 1.049 1.408  0.021
H8 -1.327 1.696 2.218  0.058
H9 -0.341 0.086 2.909  0.086
H10 -2.253 0.329 0.445  0.089
H11 -1.298 -1.041 0.909  0.059
H12 -2.735 -0.666 2.042  0.069

* SMILES string: CC.CC
* total charge: 0
* LUMO: 1.097 eV
* maximum force: 4.07 eV/A

=====

# 3
Computed, not measured: a molecular structure, C2H9N2O in a non-equilibrium geometry, with ωB97M-V/def2-TZVPD.

Each line ends with the Löwdin charge.
CARTESIAN COORDINATES (ANGSTROEM)
C1 0.376 1.380 0.239  0.011
C2 -0.448 0.093 -0.002  -0.535
N1 -1.067 -0.024 -1.192  0.194
N2 0.888 -1.254 0.089  0.177
O1 -1.143 -0.451 1.006  0.061
H1 1.271 1.349 0.982  0.124
H2 -0.319 2.164 0.781  0.148
H3 0.885 1.635 -0.636  0.057
H4 -0.646 0.361 -1.958  0.088
H5 -1.831 -0.687 -1.391  0.161
H6 0.352 -2.005 -0.351  0.121
H7 1.610 -1.031 -0.569  0.110
H8 1.096 -1.379 1.060  0.112
H9 -1.024 -0.152 1.942  0.170

* total charge: +1
* LUMO: -3.357 eV
* maximum force: 3.78 eV/A

=====

# 4
Computed, not measured: 5 unconnected molecules or ions with the total composition C13H11Cl16NO3 in a non-equilibrium geometry, with ωB97M-V/def2-TZVPD.

Each line ends with the Löwdin charge.
CARTESIAN COORDINATES (ANGSTROEM)
C1 -3.918 4.792 -3.141  0.019
C2 -3.283 3.660 -2.834  -0.158
C3 -2.061 3.143 -3.576  -0.119
C4 -2.310 1.704 -3.892  -0.079
C5 -2.095 0.605 -3.160  -0.141
N1 -1.561 0.390 -1.880  -0.022
C6 -0.239 1.031 -1.646  -0.303
C7 0.676 1.041 -2.854  -0.077
C8 -2.611 -0.551 -3.965  -0.371
O1 -2.624 -1.700 -3.674  0.184
O2 -3.115 -0.073 -5.158  0.156
C9 -2.928 1.290 -5.177  -0.387
O3 -3.216 1.988 -6.095  0.185
H1 -4.962 4.923 -2.891  0.057
H2 -3.384 5.574 -3.669  0.065
H3 -3.656 3.035 -2.026  0.103
H4 -1.966 3.713 -4.498  0.124
H5 -1.151 3.242 -2.981  0.106
H6 -2.225 0.594 -1.146  0.130
H7 -0.368 2.039 -1.240  0.109
H8 0.282 0.459 -0.886  0.021
H9 1.634 1.450 -2.530  0.084
H10 0.335 1.676 -3.670  0.063
H11 0.852 0.036 -3.241  0.089
Cl1 2.024 -1.855 1.129  0.493
C10 0.491 -2.645 0.735  -2.006
Cl2 0.805 -4.226 0.017  0.514
Cl3 -0.454 -2.850 2.218  0.521
Cl4 -0.403 -1.634 -0.402  0.638
Cl5 -0.272 -6.923 2.346  0.512
C11 1.139 -7.762 1.698  -2.064
Cl6 1.110 -7.692 -0.068  0.507
Cl7 2.610 -6.986 2.292  0.520
Cl8 1.111 -9.449 2.217  0.525
Cl9 4.196 0.527 2.193  0.507
C12 3.213 1.361 3.407  -2.042
Cl10 1.581 0.691 3.418  0.511
Cl11 3.943 1.147 5.000  0.491
Cl12 3.140 3.082 3.014  0.527
Cl13 4.827 0.240 7.802  0.486
C13 3.932 0.230 9.327  -2.055
Cl14 2.364 1.005 9.085  0.526
Cl15 3.692 -1.437 9.853  0.528
Cl16 4.846 1.113 10.552  0.527

* SMILES string: C=CCC1=C(NCC)C(=O)OC1=O.ClC(Cl)(Cl)Cl.ClC(Cl)(Cl)Cl.ClC(Cl)(Cl)Cl.ClC(Cl)(Cl)Cl
* total charge: 0
* LUMO: -0.704 eV
* maximum force: 1.07 eV/A

=====

# 5
Computed, not measured: 2 unconnected molecules or ions with the total composition C5H10O3 in a non-equilibrium geometry, with ωB97M-V/def2-TZVPD.

Each line ends with the Löwdin charge.
CARTESIAN COORDINATES (ANGSTROEM)
C1 -0.634 1.001 1.126  -0.067
C2 -0.756 2.335 0.481  -0.103
C3 1.946 -0.993 -0.616  -0.031
C4 -0.113 -0.158 0.609  -0.439
C5 0.776 -0.074 -0.514  0.009
O1 -1.003 -0.710 -1.176  -0.200
O2 -1.309 -2.118 -0.982  -0.119
O3 -0.184 -1.315 1.336  0.030
H1 -2.267 -2.133 -1.096  0.092
H2 -0.570 -1.992 0.744  0.090
H3 -1.047 0.906 2.125  0.110
H4 0.848 0.888 -1.006  0.126
H5 -0.579 2.319 -0.591  0.066
H6 -1.773 2.710 0.638  0.079
H7 -0.078 3.062 0.943  0.077
H8 2.876 -0.468 -0.406  0.095
H9 1.874 -1.871 0.025  0.086
H10 1.992 -1.388 -1.638  0.099

* total charge: 0
* LUMO: -0.069 eV
* maximum force: 3.60 eV/A

=====

# 6
Computed, not measured: a molecular structure, C6H3FMgO8 in a non-equilibrium geometry, with ωB97M-V/def2-TZVPD.

Each line ends with the Löwdin charge.
CARTESIAN COORDINATES (ANGSTROEM)
C1 2.554 0.876 -0.542  -0.491
C2 1.765 -0.362 -0.712  -0.087
O1 2.400 -1.409 -0.014  0.056
C3 3.383 -0.978 0.809  -0.623
O2 3.740 0.254 0.555  0.116
O3 3.660 -1.595 1.813  0.124
O4 1.964 1.996 -0.285  -0.116
F1 3.478 1.066 -1.564  0.062
H1 1.606 -0.586 -1.771  0.133
O5 -1.388 1.871 -0.010  -0.098
C4 -2.026 0.792 -0.092  -0.447
C5 -1.666 -0.540 -0.272  -0.048
O6 -2.745 -1.282 0.257  0.087
C6 -3.796 -0.477 0.382  -0.549
O7 -4.946 -0.806 0.393  0.162
O8 -3.366 0.808 0.245  0.171
Mg1 0.269 2.789 -0.195  1.247
H2 0.442 -0.419 -0.461  0.174
H3 -1.295 -0.954 -1.211  0.128

* total charge: 0
* LUMO: -3.369 eV
* maximum force: 4.62 eV/A

=====

Number 1: DFT total energy -73826.525 eV. Number 2: DFT total energy -4341.143 eV. Number 3: DFT total energy -7240.546 eV. Number 4: DFT total energy -221648.230 eV. Number 5: DFT total energy -11483.609 eV. Number 6: DFT total energy -30811.259 eV.